{"formula": "CH8N2O", "method": "the ωB97M-V functional and the def2-TZVPD basis", "e_above_lowest_ev": 5.393, "energy_ha": -227.44286, "homo_lumo_gap_ev": 7.34, "homo_energy_ev": -9.633, "charge": 0, "fmax_ha_per_bohr": 0.0727, "multiplicity": 1, "symbols": ["N", "H", "H", "H", "C", "H", "H", "H", "N", "H", "H", "O"], "coordinates": [[-2.28649, 1.00883, -0.41913], [1.37257, -2.11715, -1.34844], [1.79182, -2.38325, -1.90236], [2.69508, 0.12044, 0.31052], [-1.84433, 0.29038, 0.62516], [-1.72747, -0.61841, -0.07870], [1.22229, 0.27518, -0.19224], [1.63285, 1.08379, 1.15662], [1.95989, 0.80992, 0.24535], [-1.46287, 1.33549, -0.93342], [-2.63020, -0.13654, 1.30070], [-0.72313, 0.33132, 1.23595]], "forces_ev_per_angstrom": [[0.108, -1.732, -1.256], [0.056, -0.040, -0.048], [-0.057, 0.041, 0.056], [0.396, 0.211, 0.428], [0.413, 0.910, 3.601], [-0.554, 0.236, -1.248], [-0.358, 0.275, 0.171], [-0.046, -0.237, 0.213], [0.253, -0.236, -0.883], [0.100, 0.650, 0.204], [-0.310, 0.096, -0.523], [0.001, -0.174, -0.715]]}

{"formula": "CH8N2O", "method": "the ωB97M-V functional and the def2-TZVPD basis", "e_above_lowest_ev": 7.835, "energy_ha": -227.35312, "homo_lumo_gap_ev": 5.42, "homo_energy_ev": -8.882, "charge": 0, "fmax_ha_per_bohr": 0.1200, "multiplicity": 1, "symbols": ["H", "N", "H", "H", "H", "N", "H", "C", "O", "H", "H", "H"], "coordinates": [[0.38099, -0.47281, -2.04312], [-2.14015, 1.15513, 0.28741], [-0.98877, 0.60533, 0.09302], [-3.06461, 0.83365, 0.02389], [-0.04403, -0.73947, 0.73943], [0.73036, -0.44704, -1.10708], [-2.25832, 2.11185, 0.61341], [0.13636, 0.05966, 0.02066], [2.43790, -1.32108, 0.42708], [2.63173, -1.76142, 1.25529], [0.63746, 0.95737, 0.41365], [1.54108, -0.98117, -0.72364]], "forces_ev_per_angstrom": [[0.286, 0.875, -0.339], [1.027, -0.663, 0.544], [-5.456, 2.872, 0.261], [0.801, -0.986, -0.634], [0.269, 0.344, 0.581], [-1.466, 0.820, -0.388], [1.371, -0.138, -0.286], [4.809, -2.625, 0.101], [-0.914, 1.145, 0.356], [0.246, -0.460, -0.143], [-1.162, 0.772, -0.144], [0.188, -1.955, 0.092]]}

{"formula": "CH8N2O", "method": "the ωB97M-V functional and the def2-TZVPD basis", "e_above_lowest_ev": 5.409, "energy_ha": -227.44226, "homo_lumo_gap_ev": 7.85, "homo_energy_ev": -10.323, "charge": 0, "fmax_ha_per_bohr": 0.0473, "multiplicity": 1, "symbols": ["H", "C", "N", "H", "N", "H", "H", "H", "H", "H", "O", "H"], "coordinates": [[1.69978, 1.89991, -0.41862], [1.08678, 0.97603, -0.31868], [0.95356, 0.59726, 0.98282], [-0.71703, -4.18375, 1.14925], [-2.28314, -0.79672, 0.27684], [0.67208, -0.38246, 1.03777], [-1.60543, -0.36431, 0.89608], [-1.90904, -0.70615, -0.66468], [-3.01673, -0.08455, 0.26050], [-1.25850, -3.75835, 1.43186], [1.07445, 0.20769, -1.34102], [0.01879, 1.43764, -0.36562]], "forces_ev_per_angstrom": [[-0.245, 0.264, 0.128], [1.638, -1.697, -0.592], [-0.983, 1.418, -0.191], [-0.058, 0.043, 0.053], [-0.344, 0.901, -0.236], [0.123, -0.322, -0.231], [0.232, -0.201, 0.059], [0.327, -0.330, 0.012], [-0.234, -0.360, 0.170], [0.060, -0.033, -0.061], [-0.386, 0.462, -0.038], [-0.130, -0.145, 0.928]]}

{"formula": "CH8N2O", "method": "the ωB97M-V functional and the def2-TZVPD basis", "e_above_lowest_ev": 0.519, "energy_ha": -227.28085, "homo_lumo_gap_ev": [11.12, 5.96], "homo_energy_ev": [-15.139, -15.138], "charge": 1, "fmax_ha_per_bohr": 0.0819, "multiplicity": 2, "symbols": ["H", "N", "N", "H", "H", "H", "H", "H", "H", "C", "H", "O"], "coordinates": [[0.58683, 0.66697, -0.65516], [1.07467, -0.15359, -0.42000], [-0.81642, -1.66676, -0.46632], [-1.40754, -0.91337, -0.85623], [-0.81725, 3.20823, 0.08706], [-0.63013, -2.25693, -1.27210], [-0.13793, -0.68203, 1.20491], [0.84841, -1.99241, 0.77590], [1.97394, -0.44440, -0.72177], [0.32521, -1.13318, 0.28376], [-0.29267, 2.24654, 0.99990], [-0.70712, 3.12094, 1.04006]], "forces_ev_per_angstrom": [[-0.023, 1.349, -0.713], [-0.971, -2.825, 0.895], [0.213, 1.602, -1.954], [-0.245, -0.448, 0.704], [-0.451, 0.982, -0.146], [0.486, -0.452, 0.083], [0.333, 0.027, -0.958], [0.337, 0.867, -1.181], [0.901, 0.405, -0.962], [-1.009, -0.609, 4.046], [0.063, 0.140, 1.007], [0.366, -1.037, -0.819]]}

{"formula": "CH8N2O", "method": "the ωB97M-V functional and the def2-TZVPD basis", "e_above_lowest_ev": 0.738, "energy_ha": -227.27281, "homo_lumo_gap_ev": [11.54, 5.79], "homo_energy_ev": [-15.269, -15.087], "charge": 1, "fmax_ha_per_bohr": 0.0722, "multiplicity": 2, "symbols": ["C", "H", "N", "O", "H", "H", "H", "H", "H", "H", "H", "N"], "coordinates": [[-0.63710, 0.39900, -0.14951], [-1.35329, 0.33900, -2.10005], [-1.69217, 0.65551, -1.20662], [2.13465, 0.05579, 1.88041], [-2.46252, 0.16518, -0.82177], [-0.20916, 1.35836, 0.14645], [0.19070, -1.39925, -0.77575], [1.94761, -0.65729, 1.30393], [-1.15307, 0.08851, 0.84828], [1.15822, -0.28038, -1.23004], [1.61915, -0.29673, 2.61767], [0.45697, -0.42770, -0.51299]], "forces_ev_per_angstrom": [[0.333, 2.448, 1.900], [-0.414, 0.141, -0.888], [2.683, -1.549, 2.044], [-0.583, 0.435, 0.963], [-1.863, -0.336, -0.657], [-0.016, 0.176, -0.151], [-0.292, 0.517, 0.764], [0.339, -1.098, -1.579], [0.770, -0.042, -1.923], [0.432, 1.602, 0.314], [0.269, 0.643, 0.717], [-1.658, -2.937, -1.505]]}

{"formula": "CH8N2O2", "method": "the ωB97M-V functional and the def2-TZVPD basis", "e_above_lowest_ev": 7.809, "energy_ha": -302.61037, "homo_lumo_gap_ev": 9.03, "homo_energy_ev": -8.175, "smiles": "CON.NO", "charge": 0, "fmax_ha_per_bohr": 0.1036, "multiplicity": 1, "symbols": ["H", "H", "C", "H", "O", "H", "H", "H", "H", "O", "N", "N", "H"], "coordinates": [[-1.07506, -1.61457, -1.06506], [-2.07915, 1.52184, 1.28361], [1.47905, 0.04881, 0.44831], [1.65787, 0.92416, -0.18225], [-1.53293, 1.29969, -0.59831], [1.36116, 0.11352, 1.52734], [-0.08228, -2.66631, -1.46565], [-0.27551, 1.82915, 0.73893], [-0.86056, 0.71425, -0.98678], [0.34569, -1.02196, 0.09739], [-0.07531, -1.79406, -0.94322], [-1.22878, 1.22335, 0.80568], [2.36581, -0.57787, 0.34002]], "forces_ev_per_angstrom": [[0.484, 0.926, 0.500], [0.841, 0.885, -0.135], [0.627, -3.583, -1.923], [-0.864, 0.075, 0.148], [-0.294, -0.390, -0.449], [-0.751, 0.554, -0.385], [2.980, -0.783, 1.566], [-3.586, -1.044, 1.826], [-0.459, -0.130, 0.161], [0.766, 0.298, 3.747], [-3.259, 2.025, -3.694], [3.239, 0.896, -1.232], [0.276, 0.272, -0.129]]}

{"formula": "CH8N2O2", "method": "the ωB97M-V functional and the def2-TZVPD basis", "e_above_lowest_ev": 0.642, "energy_ha": -302.87375, "homo_lumo_gap_ev": 10.33, "homo_energy_ev": -9.523, "smiles": "[H]/N=C/N.O.O", "charge": 0, "fmax_ha_per_bohr": 0.0307, "multiplicity": 1, "symbols": ["H", "N", "H", "C", "O", "H", "H", "H", "H", "H", "N", "O", "H"], "coordinates": [[-0.56356, -0.97678, -0.27102], [-1.47472, -0.55460, -0.31555], [-2.32171, -1.10391, -0.23729], [-1.50478, 0.81435, -0.34719], [1.81403, 1.22783, 1.70790], [1.90335, 2.16630, 1.72695], [-2.52331, 1.19024, -0.48519], [-0.17658, 2.32424, -0.48659], [0.95081, 1.09050, 1.23094], [0.95787, -2.87532, -0.25512], [-0.37789, 1.38918, -0.17437], [1.31169, -2.66355, -1.13370], [2.00480, -2.02847, -0.95979]], "forces_ev_per_angstrom": [[-0.044, -0.198, -0.028], [-0.961, 0.443, 0.156], [0.454, 0.161, -0.041], [0.806, -1.131, 0.250], [-0.999, -1.177, -0.340], [0.185, 1.004, 0.082], [0.283, 0.510, -0.240], [-0.890, 0.428, 0.252], [0.949, 0.146, 0.211], [0.253, -0.040, -0.360], [0.217, -0.211, -0.405], [-0.562, -0.211, 0.432], [0.308, 0.276, 0.031]]}

{"formula": "CH8N2O3", "method": "the ωB97M-V functional and the def2-TZVPD basis", "e_above_lowest_ev": 0.000, "energy_ha": -378.09696, "homo_lumo_gap_ev": [2.55, 9.71], "homo_energy_ev": [0.885, -6.222], "charge": -1, "fmax_ha_per_bohr": 0.0893, "multiplicity": 2, "symbols": ["H", "H", "H", "H", "H", "N", "N", "O", "H", "H", "O", "C", "H", "O"], "coordinates": [[-0.20091, 2.83744, 2.35831], [0.63527, -1.57152, 0.74513], [1.59395, -1.07177, -0.49227], [0.71127, 2.21908, -0.52005], [-2.25847, -3.53331, -3.37226], [1.18316, 1.25671, -0.67283], [0.92258, -0.73448, 0.19424], [-2.31322, -2.83993, -2.60614], [0.49263, 1.88167, 3.28318], [-1.91602, -3.28066, -1.85250], [-0.38780, 2.29226, 3.17414], [0.27714, 0.42540, -0.06543], [2.12597, 1.33461, -0.31617], [-0.86556, 0.78451, 0.14265]], "forces_ev_per_angstrom": [[-0.594, -0.798, 1.000], [-0.683, 1.528, -0.502], [0.039, 0.725, 0.145], [1.215, -1.635, -0.875], [-0.067, 1.888, 2.233], [-1.238, 4.397, -0.495], [0.358, -3.559, 0.927], [-0.160, -1.771, -2.485], [-0.517, -0.050, 0.101], [0.247, -0.094, 0.244], [1.105, 0.810, -1.072], [0.202, -0.184, 0.091], [0.055, -0.635, 0.274], [0.037, -0.620, 0.413]]}

{"formula": "CH8N2O3", "method": "the ωB97M-V functional and the def2-TZVPD basis", "e_above_lowest_ev": 1.456, "energy_ha": -378.13402, "homo_lumo_gap_ev": 10.64, "homo_energy_ev": -10.035, "smiles": "NC(N)=O.O.O", "charge": 0, "fmax_ha_per_bohr": 0.0705, "multiplicity": 1, "symbols": ["H", "H", "H", "H", "C", "H", "O", "N", "O", "N", "O", "H", "H", "H"], "coordinates": [[2.85560, -2.56541, 0.34410], [-0.28049, -7.61502, -1.40119], [-0.55912, 5.13350, 0.15114], [0.93170, 4.18011, 0.10111], [-0.76186, 3.17236, 0.49518], [-2.07215, 4.45098, 0.24497], [-0.20800, 2.08968, 0.54833], [-2.06799, 3.45203, 0.39387], [0.56451, -7.86348, -1.02640], [-0.06352, 4.25947, 0.25393], [1.91935, -2.65414, 0.16578], [-2.78652, 2.75845, 0.24294], [0.94946, -7.03741, -0.73374], [1.57903, -1.76112, 0.21997]], "forces_ev_per_angstrom": [[0.230, -0.008, 0.044], [-0.214, 0.034, -0.098], [0.985, 0.059, -0.104], [-0.361, 0.201, 0.203], [0.596, -2.832, -1.455], [-2.217, -0.596, -0.236], [-0.413, -0.801, 0.718], [-0.816, 0.425, 0.755], [0.083, -0.238, 0.006], [2.063, 2.983, 0.021], [-0.085, -0.247, -0.060], [0.183, 0.534, 0.094], [0.134, 0.222, 0.096], [-0.168, 0.264, 0.015]]}

{"formula": "CH8N2P", "method": "the ωB97M-V functional and the def2-TZVPD basis", "e_above_lowest_ev": 1.627, "energy_ha": -493.44620, "homo_lumo_gap_ev": 8.83, "homo_energy_ev": -13.784, "charge": 1, "fmax_ha_per_bohr": 0.0738, "multiplicity": 1, "symbols": ["H", "H", "H", "H", "N", "N", "H", "C", "H", "P", "H", "H"], "coordinates": [[-2.69960, 1.55719, -0.39486], [-0.66752, -0.81250, 1.56558], [3.05525, -0.01496, -0.86171], [2.63999, -0.90049, 0.48998], [-2.05479, 0.91107, 0.09765], [2.38029, -0.15860, -0.15815], [0.63145, -0.70329, -0.33314], [-1.55640, -0.06245, -0.55216], [-1.98337, -0.39438, -1.54181], [-0.47456, -1.31626, 0.16272], [-1.72636, 1.25358, 0.96646], [2.45564, 0.64108, 0.55944]], "forces_ev_per_angstrom": [[0.302, -0.602, 0.577], [0.803, -0.235, -1.423], [1.160, 0.034, -0.708], [0.412, -0.476, -0.743], [-1.606, 1.769, -2.092], [-0.774, 1.626, 3.340], [1.688, 0.893, -0.295], [-0.177, -2.450, -0.503], [0.472, 1.268, 0.773], [-2.655, -0.767, 1.896], [0.520, -0.070, 1.091], [-0.145, -0.989, -1.913]]}

{"formula": "CH8N3", "method": "the ωB97M-V functional and the def2-TZVPD basis", "e_above_lowest_ev": 0.886, "energy_ha": -206.92714, "homo_lumo_gap_ev": 11.44, "homo_energy_ev": -15.048, "charge": 1, "fmax_ha_per_bohr": 0.0456, "multiplicity": 1, "symbols": ["H", "N", "N", "H", "H", "H", "H", "N", "C", "H", "H", "H"], "coordinates": [[1.28233, -1.36277, 1.90769], [-1.23197, 0.22741, -1.02724], [0.35630, -1.35004, 1.61703], [-1.59939, -0.55187, -0.50955], [-0.06616, -2.27209, 1.79660], [1.47158, 1.87977, -0.73662], [-0.09631, -0.78182, 2.29787], [0.63713, 1.52833, -1.14039], [-0.04998, 0.54646, -0.53703], [0.44644, 1.65224, -2.11813], [0.37234, 0.01700, 0.42693], [-1.52231, 0.46738, -1.97716]], "forces_ev_per_angstrom": [[2.208, -0.459, 0.595], [1.302, -0.873, 0.745], [-2.170, -0.797, -0.400], [-0.872, -0.335, -0.543], [0.571, 0.337, -0.384], [0.758, 0.153, 0.055], [-0.521, 0.704, 0.758], [-1.020, -1.901, 0.430], [1.044, 1.829, 0.069], [0.154, 0.755, -0.213], [-1.277, 0.728, -1.748], [-0.178, -0.141, 0.635]]}

{"formula": "CH8N3O", "method": "the ωB97M-V functional and the def2-TZVPD basis", "e_above_lowest_ev": 7.525, "energy_ha": -281.95258, "homo_lumo_gap_ev": 5.62, "homo_energy_ev": -15.060, "charge": 1, "fmax_ha_per_bohr": 0.0741, "multiplicity": 1, "symbols": ["N", "H", "H", "O", "H", "H", "H", "C", "H", "N", "H", "H", "N"], "coordinates": [[-0.10842, 1.01051, 0.11233], [0.18952, -0.24798, -1.58443], [1.38078, -0.92421, 2.07174], [-2.56633, -0.25749, -0.41679], [1.82679, -0.81578, -1.60104], [-3.35078, 0.27262, -0.57107], [-1.94686, 0.47841, -0.16605], [1.02827, 0.10558, 0.19253], [0.00012, 1.98700, 0.00753], [0.76908, -0.82437, 1.30064], [1.97967, 0.58260, 0.25807], [-0.17251, -0.71424, 1.48220], [0.97067, -0.65264, -1.08567]], "forces_ev_per_angstrom": [[1.156, -3.623, 0.266], [-0.749, -0.923, -0.889], [0.768, 0.166, 0.850], [1.150, 1.548, 0.388], [0.172, 0.384, -0.196], [-0.719, -0.340, -0.237], [-0.646, -1.351, -0.180], [-0.286, -0.687, -0.213], [1.151, 1.723, 0.039], [0.773, 2.012, -2.965], [0.752, 0.437, 0.265], [-2.777, -0.827, 0.929], [-0.745, 1.480, 1.944]]}